[1]
{
  "formula": "C4H4N2",
  "method": "wB97M-V/def2-TZVPD",
  "elements": ["C", "C", "N", "N", "C", "C", "H", "H", "H", "H"],
  "positions_angstrom": [[-0.876, -1.684, -0.610], [-1.638, -1.469, 0.295], [-1.034, 0.886, 2.133], [-0.058, 1.395, 2.116], [1.672, 1.345, -0.431], [1.384, 0.661, -1.377], [-0.208, -1.893, -1.417], [-2.300, -1.262, 1.107], [1.916, 1.951, 0.415], [1.141, 0.071, -2.231]],
  "mulliken_charge": [-0.32, -0.42, 0.00, -0.02, -0.40, -0.38, 0.34, 0.41, 0.42, 0.37],
  "multiplicity": 1,
  "smiles": "C#C.C#C.N#N"
}

---

[2]
{
  "formula": "C29H47ClN6O5",
  "method": "wB97M-V/def2-TZVPD",
  "elements": ["Cl", "O", "O", "O", "O", "C", "C", "C", "C", "C", "C", "N", "O", "C", "C", "C", "H", "H", "H", "H", "H", "H", "H", "H", "H", "H", "H", "H", "H", "H", "H", "H", "H", "H", "C", "C", "C", "C", "N", "H", "H", "H", "H", "H", "H", "H", "C", "C", "C", "C", "N", "H", "H", "H", "H", "H", "H", "H", "N", "C", "C", "C", "C", "H", "H", "H", "H", "H", "N", "C", "C", "C", "C", "H", "H", "H", "H", "H", "N", "C", "C", "C", "C", "H", "H", "H", "H", "H"],
  "positions_angstrom": [[-1.176, 0.177, 0.985], [-0.213, 1.074, 0.518], [-2.286, 0.947, 1.301], [-1.345, -0.859, 0.010], [-0.686, -0.554, 2.133], [3.262, -4.475, 0.327], [3.462, -3.185, 1.113], [4.783, -2.478, 0.543], [4.502, -1.834, -0.799], [3.369, -0.893, -0.562], [1.955, -1.458, -0.177], [2.328, -2.235, 0.977], [1.180, -2.428, 1.884], [1.377, -2.317, -1.324], [1.118, -0.152, 0.164], [3.965, -3.549, 2.562], [4.045, -5.213, 0.503], [3.312, -4.352, -0.755], [2.262, -4.852, 0.541], [5.669, -3.105, 0.449], [5.175, -1.683, 1.177], [4.165, -2.526, -1.571], [5.382, -1.313, -1.176], [3.290, -0.238, -1.430], [3.678, -0.192, 0.214], [0.557, -2.936, -0.962], [2.087, -3.092, -1.614], [1.019, -1.633, -2.093], [1.092, 0.356, -0.800], [1.630, 0.549, 0.823], [0.076, -0.326, 0.434], [4.945, -4.026, 2.521], [3.211, -4.153, 3.065], [4.223, -2.720, 3.221], [-2.081, 3.784, 1.360], [-0.730, 3.911, 2.095], [0.100, 2.669, 2.296], [0.915, 2.887, 3.496], [1.433, 3.050, 4.490], [-2.028, 3.884, 0.275], [-2.639, 4.646, 1.726], [-2.610, 2.842, 1.499], [-0.998, 4.372, 3.046], [-0.050, 4.585, 1.575], [0.792, 2.343, 1.520], [-0.532, 1.814, 2.537], [-3.920, -0.498, -2.658], [-3.584, -0.722, -1.180], [-3.468, -2.258, -0.799], [-4.860, -2.875, -0.612], [-5.873, -3.401, -0.434], [-4.054, 0.550, -2.927], [-4.734, -1.077, -3.093], [-3.112, -0.983, -3.206], [-4.337, -0.344, -0.490], [-2.738, -0.131, -0.829], [-3.018, -2.336, 0.190], [-2.895, -2.777, -1.567], [1.159, 1.798, -0.838], [0.984, 2.873, -0.017], [2.264, 3.373, 0.186], [3.141, 2.433, -0.418], [2.415, 1.473, -0.994], [0.452, 1.087, -0.957], [-0.039, 3.172, 0.154], [2.381, 4.262, 0.787], [4.217, 2.361, -0.461], [2.565, 0.545, -1.525], [0.489, -0.894, -2.738], [1.381, -0.157, -3.556], [0.872, 1.089, -3.544], [-0.196, 1.204, -2.577], [-0.506, -0.121, -2.131], [0.565, -1.900, -2.689], [2.198, -0.566, -4.131], [1.316, 2.010, -3.892], [-0.784, 2.098, -2.430], [-1.242, -0.496, -1.435], [-3.939, 1.509, 0.897], [-4.355, 1.098, 2.056], [-5.746, 1.295, 2.087], [-6.133, 1.971, 1.006], [-4.901, 2.172, 0.237], [-3.012, 1.250, 0.591], [-3.648, 0.691, 2.764], [-6.427, 1.089, 2.900], [-7.155, 2.254, 0.799], [-4.710, 2.764, -0.646]],
  "mulliken_charge": [0.17, 0.23, 0.23, -0.32, -0.68, -1.71, 1.50, -1.47, -1.14, -0.39, 2.22, 0.85, -0.93, -1.82, 0.17, -1.97, 0.45, 0.33, 0.31, 0.58, 0.46, 0.26, 0.39, -0.04, 0.51, 0.53, 0.38, -1.46, -1.73, 1.52, -1.84, 0.44, 0.34, 0.39, -0.94, -0.93, 1.38, 0.14, -0.76, 0.29, 0.56, 0.31, 0.56, 0.16, -0.01, -0.10, -1.55, 1.71, -0.42, 0.06, -0.59, 0.30, 0.41, 0.33, 0.40, -1.01, 0.30, 0.49, 0.60, -1.21, -1.51, -1.57, 0.11, 0.68, 1.65, 0.41, 0.40, 0.51, -0.06, -0.44, -1.17, 0.75, -0.94, 0.89, 0.50, 0.45, 0.59, -0.15, 0.98, -0.54, -0.99, -0.66, -0.73, -0.09, 0.46, 0.41, 0.42, 0.42],
  "multiplicity": 1,
  "charge": -2
}

---

[3]
{
  "formula": "C3H7NS",
  "method": "wB97M-V/def2-TZVPD",
  "elements": ["C", "C", "C", "H", "H", "H", "H", "H", "H", "H", "N", "S"],
  "positions_angstrom": [[-0.905, 0.877, -0.096], [0.575, 0.513, -0.211], [1.206, -0.633, 0.449], [-1.731, -1.092, 0.935], [-1.177, 1.531, -0.941], [-1.141, 1.465, 0.801], [1.143, 1.418, -0.419], [2.150, -0.489, 0.970], [0.498, -1.207, 1.011], [0.305, -1.233, -1.250], [1.073, -0.607, -1.005], [-1.994, -0.542, -0.244]],
  "mulliken_charge": [-0.58, 0.03, -0.39, 0.09, 0.31, 0.29, 0.34, 0.27, 0.16, 0.30, -0.59, -0.24],
  "multiplicity": 1,
  "smiles": "SC[C@H]1CN1"
}

---

[4]
{
  "formula": "C4H7N",
  "method": "wB97M-V/def2-TZVPD",
  "elements": ["C", "C", "C", "C", "N", "H", "H", "H", "H", "H", "H", "H"],
  "positions_angstrom": [[1.252, -0.654, 0.260], [0.073, 0.042, -0.472], [-1.400, -0.137, 0.229], [0.356, 1.473, -0.660], [0.507, 2.623, -0.668], [1.121, -1.738, 0.255], [2.276, -0.459, -0.107], [1.243, -0.302, 1.299], [-0.441, -0.443, -1.272], [-1.791, -1.180, 0.203], [-1.275, 0.185, 1.247], [-2.181, 0.463, -0.282]],
  "mulliken_charge": [-1.15, 0.40, -1.24, 0.26, -0.44, 0.33, 0.33, 0.30, 0.19, 0.33, 0.34, 0.34],
  "multiplicity": 1,
  "smiles": "CC(C)C#N"
}

---

[5]
{
  "formula": "C10H31Ba2F3O9",
  "method": "wB97M-V/def2-TZVPD",
  "elements": ["Ba", "Ba", "O", "H", "C", "O", "O", "C", "F", "F", "F", "C", "C", "H", "H", "H", "H", "H", "H", "C", "O", "H", "H", "H", "H", "C", "O", "H", "H", "H", "H", "C", "O", "H", "H", "H", "H", "C", "O", "H", "H", "H", "H", "C", "O", "H", "H", "H", "H", "C", "O", "H", "H", "H", "H"],
  "positions_angstrom": [[36.938, -31.390, 28.931], [34.763, -34.711, 28.782], [35.078, -32.576, 30.544], [34.267, -32.070, 30.400], [31.714, -35.434, 27.369], [32.017, -34.437, 28.358], [32.941, -35.935, 27.054], [30.662, -36.365, 28.007], [30.295, -37.306, 27.112], [31.146, -36.931, 29.123], [29.519, -35.693, 28.333], [31.176, -33.291, 28.432], [31.625, -32.423, 29.589], [32.596, -31.936, 29.443], [30.891, -31.615, 29.698], [31.597, -32.880, 30.580], [30.117, -33.533, 28.528], [31.211, -32.673, 27.524], [31.294, -34.931, 26.488], [36.960, -34.767, 32.346], [36.453, -35.507, 31.231], [37.973, -35.053, 32.623], [36.926, -33.708, 32.092], [36.285, -34.910, 33.191], [36.300, -36.412, 31.526], [34.112, -32.903, 34.089], [33.595, -33.283, 32.812], [34.936, -33.489, 34.500], [34.526, -31.884, 34.026], [33.252, -32.831, 34.749], [34.254, -33.017, 32.138], [37.095, -30.424, 32.541], [36.097, -30.206, 31.521], [37.503, -31.440, 32.483], [37.903, -29.715, 32.377], [36.607, -30.278, 33.505], [35.534, -31.001, 31.431], [32.650, -36.328, 31.993], [33.347, -35.495, 31.064], [32.944, -36.087, 33.018], [31.569, -36.209, 31.943], [32.922, -37.366, 31.819], [33.511, -34.659, 31.532], [32.161, -30.451, 32.683], [31.290, -29.488, 32.077], [32.393, -30.231, 33.727], [31.682, -31.432, 32.617], [33.051, -30.443, 32.052], [30.510, -29.440, 32.643], [33.921, -28.932, 29.682], [34.720, -29.737, 28.764], [33.009, -29.421, 30.021], [34.529, -28.634, 30.528], [33.656, -28.008, 29.167], [34.132, -29.904, 28.015]],
  "mulliken_charge": [1.86, 1.90, -1.21, 0.42, -0.08, -0.13, -0.97, 0.69, -0.24, -0.22, -0.28, -0.66, -0.30, -0.45, 0.53, 0.18, 0.35, 0.34, 0.33, -0.20, -0.39, 0.39, -0.17, 0.21, 0.28, -0.74, -0.42, 0.25, 0.20, 0.35, 0.04, -0.70, -0.46, 0.21, 0.33, 0.25, 0.27, -0.85, -0.23, 0.30, 0.27, 0.32, 0.48, -0.31, -0.53, 0.39, 0.27, -0.16, 0.30, -0.65, -0.46, 0.23, 0.23, 0.37, 0.29],
  "multiplicity": 1,
  "charge": 2
}

---

[6]
{
  "formula": "C4H14N2OS",
  "method": "wB97M-V/def2-TZVPD",
  "elements": ["C", "N", "C", "C", "S", "C", "N", "H", "H", "H", "H", "H", "H", "H", "H", "H", "H", "H", "H", "H", "H", "O"],
  "positions_angstrom": [[1.710, 1.078, 0.435], [0.948, 0.052, -0.240], [0.567, 0.299, -1.615], [-0.312, -0.831, -2.120], [-1.775, -1.039, -1.070], [0.856, 2.288, 0.844], [0.108, 2.140, 2.051], [2.598, 1.458, -0.072], [2.068, 0.641, 1.373], [1.424, -0.841, -0.168], [0.014, 1.230, -1.709], [1.440, 0.356, -2.278], [0.210, -1.780, -2.203], [-0.752, -0.613, -3.096], [-1.077, -0.902, 0.042], [0.132, 2.481, 0.048], [1.548, 3.126, 0.900], [0.604, 1.875, 2.882], [-0.823, 1.783, 1.962], [-1.039, -2.961, 1.519], [-0.564, -1.639, 2.001], [-0.314, -2.572, 2.037]],
  "mulliken_charge": [-0.73, -0.03, -0.60, -0.65, -0.19, -0.46, -0.49, 0.33, 0.34, 0.20, 0.33, 0.32, 0.36, 0.39, -0.04, 0.25, 0.27, 0.20, 0.20, 0.34, 0.30, -0.64],
  "multiplicity": 1,
  "smiles": "NCCNCCS.O"
}

---

| no. | frontier orbital gap (Eh) | HOMO level (eV) | E (Ha) |
| --- | --- | --- | --- |
| 1 | 0.4300 | -10.42 | -264.2005 |
| 2 | 0.1319 | 0.95 | -2296.6470 |
| 3 | 0.3791 | -9.47 | -571.3981 |
| 4 | 0.4302 | -10.84 | -211.3256 |
| 5 | 0.1774 | -13.08 | -1426.8233 |
| 6 | 0.3499 | -8.79 | -743.7153 |